Computed, not measured: C14H14ClNO4S in the gas phase, with ωB97M-V/def2-TZVPD.

Values from the calculation:
2S+1: 1
Charge: 0
Highest occupied orbital energy (eV): -9.27
Orbital gap (eV): 9.691
Lowest unoccupied orbital energy (eV): 0.4
SMILES: Cc1cc(Cl)ccc1N1C(=O)C[C@H](SCCC(=O)O)C1=O

Geometry (Å):
C -1.861 -2.543 -1.238
C -2.198 -1.246 -0.575
C -3.482 -0.724 -0.658
C -3.804 0.467 -0.031
Cl -5.412 1.082 -0.153
C -2.857 1.168 0.699
C -1.573 0.666 0.781
C -1.246 -0.522 0.145
N 0.091 -1.002 0.256
C 0.660 -1.345 1.475
O 0.112 -1.253 2.537
C 2.055 -1.864 1.190
C 2.293 -1.558 -0.280
S 3.540 -0.238 -0.557
C 2.755 1.226 0.200
C 1.960 2.047 -0.809
C 1.344 3.271 -0.175
O 1.336 4.370 -0.654
O 0.776 3.000 1.010
C 0.945 -1.130 -0.822
O 0.655 -0.904 -1.966
H -1.286 -3.182 -0.569
H -2.766 -3.067 -1.533
H -1.260 -2.360 -2.129
H -4.239 -1.257 -1.212
H -3.121 2.090 1.191
H -0.818 1.196 1.341
H 2.783 -1.394 1.852
H 2.076 -2.936 1.395
H 2.692 -2.394 -0.855
H 2.134 0.898 1.032
H 3.586 1.813 0.592
H 1.146 1.453 -1.233
H 2.602 2.369 -1.630
H 0.380 3.804 1.383

Forces on atoms 1 to 2 (eV/Å):
0.036 0.017 -0.119
0.143 0.124 0.135

Computed, not measured: a molecular structure, C11H15N2, with ωB97M-V/def2-TZVPD.

Values from the calculation:
2S+1: 3
Charge: +1
Highest occupied orbital energy (spin up / spin down) (eV): -7.84 / -12.53
Orbital gap (spin up / spin down) (eV): 4.848 / 6.598
Lowest unoccupied orbital energy (spin up / spin down) (eV): -3.0 / -5.9
Energy above the lowest of the compared OMol25 structures with the same formula, charge and spin (kcal per mole): 37.8

Geometry (Å):
C -0.739 1.097 3.529
C -1.823 0.519 2.922
C 0.349 1.486 2.796
C -1.774 0.300 1.582
C 0.417 1.246 1.438
C -0.626 0.533 0.822
C 1.430 0.210 -1.729
C 0.177 1.102 -1.579
C -0.671 0.270 -0.634
C 0.024 -1.523 -0.911
C -0.920 -2.464 -1.712
N 1.243 -1.102 -1.473
N 2.631 0.569 -2.078
H -0.647 1.248 4.698
H -2.753 0.135 3.250
H 1.104 1.998 3.349
H -2.688 -0.187 1.265
H 1.357 1.373 0.902
H 0.556 2.061 -1.058
H -0.192 1.366 -2.543
H -1.668 0.168 -0.957
H 0.144 -1.922 0.155
H -1.115 -2.056 -2.744
H -1.843 -2.677 -1.307
H -0.364 -3.481 -1.743
H 2.078 -1.656 -1.710
H 2.920 1.563 -2.277
H 3.392 -0.175 -2.252

Forces on atoms 1 to 2 (eV/Å):
0.697 1.012 6.195
-2.196 -1.510 -3.659

Computed, not measured: 3 unconnected molecules or ions with the total composition C4H13O4, with ωB97M-V/def2-TZVPD.

Values from the calculation:
2S+1: 1
Charge: -1
Highest occupied orbital energy (eV): -4.79
Orbital gap (eV): 8.729
Lowest unoccupied orbital energy (eV): 3.9
Energy above the lowest of the compared OMol25 structures with the same formula, charge and spin (kcal per mole): 18.7

Geometry (Å):
C -0.146 1.502 -0.013
C 1.154 1.930 -0.737
C 2.311 0.923 -0.490
O 2.360 0.419 0.803
C -0.954 0.471 -0.802
O -1.518 -0.505 0.083
H 0.246 0.960 0.842
H -0.751 2.311 0.399
H 1.469 2.820 -0.180
H 0.927 2.130 -1.786
H 2.290 0.121 -1.241
H 3.226 1.506 -0.636
H -0.222 -0.069 -1.419
H -1.765 0.935 -1.367
H -0.666 -0.687 0.753
H 1.592 -0.229 0.938
H 0.263 -0.967 2.454
O 0.464 -1.126 1.528
H -2.404 -2.180 -0.549
H -3.873 -2.508 -0.671
O -3.023 -2.935 -0.556

Forces on atoms 1 to 2 (eV/Å):
0.620 -0.552 -0.214
-0.785 0.192 1.480

Computed, not measured: a molecular structure, C31H38AsN5OSeTi, with ωB97M-V/def2-TZVPD.

Values from the calculation:
2S+1: 2
Charge: -1
Highest occupied orbital energy (spin up / spin down) (eV): -2.93 / -3.68
Orbital gap (spin up / spin down) (eV): 5.230 / 5.976
Lowest unoccupied orbital energy (spin up / spin down) (eV): 2.3 / 2.3
Energy above the lowest of the compared OMol25 structures with the same formula, charge and spin (kcal per mole): 13.9

Geometry (Å):
Ti -1.015 0.162 0.098
C 2.263 -1.260 1.080
N 1.182 -0.548 1.746
C 0.700 -1.312 2.891
C 1.630 0.785 2.077
C 2.517 1.004 3.115
C 3.030 2.265 3.382
C 2.655 3.316 2.557
C 1.771 3.112 1.513
C 1.209 1.844 1.245
N 0.283 1.624 0.258
C -0.023 2.759 -0.544
C -1.097 3.598 -0.239
C -1.353 4.727 -0.993
C -0.546 5.044 -2.077
C 0.512 4.212 -2.404
C 0.787 3.083 -1.640
N 1.857 2.183 -1.983
C 3.136 2.831 -2.182
C 1.467 1.323 -3.086
H 3.140 -1.377 1.735
H 2.561 -0.707 0.189
H 1.918 -2.254 0.786
H -0.024 -0.724 3.449
H 1.510 -1.614 3.574
H 0.203 -2.215 2.528
H 2.821 0.168 3.736
H 3.707 2.423 4.212
H 3.046 4.312 2.730
H 1.482 3.949 0.891
H -1.767 3.321 0.561
H -2.205 5.349 -0.745
H -0.752 5.926 -2.672
H 1.134 4.445 -3.261
H 3.192 3.450 -3.094
H 3.918 2.069 -2.244
H 3.346 3.466 -1.321
H 1.363 1.868 -4.040
H 0.500 0.876 -2.846
H 2.216 0.536 -3.221
C -3.308 -4.896 -1.574
C -3.014 -3.697 -2.210
C -2.613 -2.583 -1.487
C -2.532 -2.618 -0.085
C -2.865 -3.834 0.552
C -3.228 -4.946 -0.184
N -2.172 -1.487 0.636
N -2.572 -1.562 1.908
C -2.384 -0.399 2.589
C -2.835 -0.351 3.922
C -2.661 0.798 4.664
C -2.022 1.896 4.091
C -1.566 1.832 2.778
C -1.744 0.711 1.969
H -3.619 -5.763 -2.145
H -3.116 -3.617 -3.287
H -2.487 -1.626 -1.977
H -2.839 -3.869 1.630
H -3.459 -5.874 0.326
H -3.310 -1.230 4.342
H -3.014 0.846 5.688
H -1.880 2.801 4.671
H -1.029 2.698 2.404
C 0.307 -4.151 -1.322
As 0.472 -2.331 -1.983
C 2.375 -2.332 -2.433
C -0.403 -1.992 -3.675
O 0.225 -1.179 -0.847
H 0.892 -4.804 -1.970
H -0.722 -4.494 -1.263
H 0.743 -4.138 -0.323
H 2.526 -2.818 -3.397
H 2.923 -2.875 -1.665
H 2.737 -1.307 -2.474
H -0.763 -2.923 -4.110
H 0.325 -1.523 -4.335
H -1.232 -1.305 -3.501
Se -2.409 0.924 -1.684

Forces on atoms 1 to 2 (eV/Å):
-0.642 0.009 -2.209
0.002 -0.026 -0.148

Computed, not measured: C7H8 in the gas phase, with ωB97M-V/def2-TZVPD.

Values from the calculation:
2S+1: 1
Charge: 0
Highest occupied orbital energy (eV): -8.54
Orbital gap (eV): 8.426
Lowest unoccupied orbital energy (eV): -0.1
Energy above the lowest of the compared OMol25 structures with the same formula, charge and spin (kcal per mole): 143.3

Geometry (Å):
C -0.138 -1.550 -0.561
C -0.260 -0.117 -0.080
C 0.249 0.976 -0.926
C 1.017 0.640 0.391
C 2.292 0.103 0.051
C -1.437 0.159 0.724
C -2.434 0.353 1.375
H -1.042 -1.834 -1.111
H 0.735 -1.654 -1.207
H -0.021 -2.227 0.291
H 0.820 1.342 1.203
H 0.744 0.697 -1.850
H -0.246 1.942 -0.918
H 3.036 0.652 0.662
H -3.315 0.517 1.956

Forces on atoms 1 to 2 (eV/Å):
0.045 -0.037 -0.017
-0.226 -0.026 -0.243

Computed, not measured: 2 unconnected molecules or ions with the total composition C4H12N2, with ωB97M-V/def2-TZVPD.

Values from the calculation:
2S+1: 1
Charge: 0
Highest occupied orbital energy (eV): -8.52
Orbital gap (eV): 9.339
Lowest unoccupied orbital energy (eV): 0.8
SMILES: C=CN.CNC
Energy above the lowest of the compared OMol25 structures with the same formula, charge and spin (kcal per mole): 51.5

Geometry (Å):
C 0.075 -0.299 3.394
C -1.217 -0.439 3.685
N -2.072 -1.227 2.892
H 0.502 -0.771 2.531
H 0.920 0.102 3.944
H -1.653 -0.176 4.652
H -1.748 -1.256 1.914
H -3.007 -0.850 2.968
C 1.897 0.942 -2.649
N 1.035 -0.100 -2.091
C -0.289 0.028 -2.879
H 2.247 0.634 -3.612
H 1.591 1.986 -2.637
H 2.757 1.024 -1.964
H 0.730 0.220 -1.177
H -0.878 0.762 -2.306
H -0.638 -1.014 -2.780
H -0.250 0.436 -3.884

Forces on atoms 1 to 2 (eV/Å):
0.766 -0.013 0.116
0.772 -0.839 0.368

Respective E values: -1756.06265, -537.22881, -461.18274, -7039.83529, -271.30309, -269.03427 hartree.